Record 1
{
  "formula": "C8H22LiO6",
  "method": "ωB97M-V/def2-TZVPD",
  "lumo_energy_ha": 0.090,
  "mol_weight_g_mol": 221.2,
  "total_charge": -1,
  "e_homo_ev": -3.106,
  "max_force_ev_per_a": 1.9,
  "orbital_gap_ev": 5.55,
  "species": ["Li", "C", "C", "O", "H", "H", "H", "H", "H", "C", "C", "O", "H", "H", "H", "H", "H", "C", "C", "O", "O", "H", "H", "H", "H", "H", "H", "C", "C", "O", "O", "H", "H", "H", "H", "H", "H"],
  "positions_angstrom": [[15.633, -18.054, -21.819], [18.705, -16.373, -19.640], [17.703, -16.560, -20.800], [17.629, -17.872, -21.208], [19.638, -16.771, -20.039], [18.377, -16.838, -18.711], [18.850, -15.309, -19.401], [17.945, -15.820, -21.589], [16.700, -16.203, -20.452], [13.987, -20.188, -24.824], [14.689, -18.896, -24.470], [15.951, -18.895, -23.912], [13.604, -20.743, -23.947], [14.724, -20.844, -25.301], [13.007, -20.072, -25.299], [13.943, -18.348, -23.844], [14.750, -18.300, -25.404], [17.233, -23.067, -21.638], [16.528, -22.140, -22.620], [16.749, -20.818, -22.166], [18.647, -23.072, -21.752], [16.829, -24.081, -21.759], [16.955, -22.719, -20.636], [15.452, -22.306, -22.680], [17.012, -22.284, -23.591], [16.469, -20.171, -22.869], [18.976, -23.575, -21.005], [13.696, -16.948, -20.132], [13.214, -18.373, -20.166], [14.187, -19.191, -20.832], [14.027, -16.449, -21.420], [14.570, -16.997, -19.458], [13.069, -16.237, -19.587], [12.325, -18.478, -20.799], [13.021, -18.726, -19.151], [13.853, -20.087, -20.890], [14.146, -15.502, -21.309]]
}

Record 2
{
  "formula": "C8H22O5",
  "method": "ωB97M-V/def2-TZVPD",
  "lumo_energy_ha": 0.015,
  "mol_weight_g_mol": 198.3,
  "e_homo_ev": -8.485,
  "e_above_lowest_kj_mol": 132.4,
  "max_force_ev_per_a": 2.2,
  "orbital_gap_ev": 8.90,
  "species": ["C", "C", "C", "C", "C", "C", "C", "C", "H", "H", "H", "H", "H", "H", "H", "H", "H", "H", "H", "H", "O", "H", "H", "O", "H", "H", "O", "H", "H", "O", "H", "H", "O", "H", "H"],
  "positions_angstrom": [[-1.611, -1.942, 1.975], [-0.352, -2.307, 2.140], [0.812, -1.486, 1.771], [0.784, -0.568, 0.797], [1.853, 0.448, 0.581], [1.875, 1.108, -0.762], [3.049, 1.275, -1.387], [0.584, 1.568, -1.345], [-1.893, -1.008, 1.488], [-2.498, -2.511, 2.226], [-0.034, -3.199, 2.657], [1.672, -1.526, 2.435], [-0.064, -0.454, 0.127], [2.818, -0.002, 0.858], [1.720, 1.244, 1.347], [4.002, 1.067, -0.928], [3.053, 1.662, -2.405], [0.137, 0.925, -2.124], [-0.192, 1.570, -0.569], [0.716, 2.578, -1.727], [1.254, 3.022, 2.346], [0.647, 3.602, 1.856], [0.617, 2.977, 3.089], [-1.642, -2.368, -1.194], [-1.370, -3.083, -0.603], [-0.853, -2.043, -1.655], [-2.698, 2.481, -0.211], [-3.268, 2.278, 0.535], [-2.569, 1.573, -0.572], [-3.098, -0.153, -0.709], [-3.028, -0.963, -0.239], [-3.062, -0.355, -1.651], [0.580, -1.931, -2.611], [0.644, -1.049, -2.971], [1.413, -2.428, -2.564]]
}

Record 3
{
  "formula": "C8H22O6",
  "method": "ωB97M-V/def2-TZVPD",
  "lumo_energy_ha": 0.013,
  "mol_weight_g_mol": 214.3,
  "e_homo_ev": -9.669,
  "e_above_lowest_kj_mol": 0.0,
  "max_force_ev_per_a": 1.6,
  "orbital_gap_ev": 10.03,
  "species": ["C", "C", "C", "C", "C", "C", "C", "C", "H", "H", "H", "H", "H", "H", "H", "H", "H", "H", "O", "H", "H", "O", "H", "H", "O", "H", "H", "O", "H", "H", "O", "H", "H", "O", "H", "H"],
  "positions_angstrom": [[-0.215, 0.402, 3.083], [0.637, -0.787, 2.570], [0.729, -0.869, 1.078], [-0.199, -1.599, 0.340], [-0.098, -1.570, -1.053], [0.984, -1.020, -1.701], [1.917, -0.295, -0.953], [1.809, -0.250, 0.420], [-1.288, 0.213, 3.071], [0.130, 0.679, 4.078], [-0.085, 1.256, 2.424], [1.613, -0.692, 3.029], [0.192, -1.684, 3.013], [-1.003, -2.126, 0.837], [-0.853, -2.132, -1.585], [1.105, -1.030, -2.779], [2.700, 0.240, -1.481], [2.562, 0.167, 1.074], [1.993, -3.744, -0.172], [1.996, -3.103, 0.565], [2.132, -3.069, -0.858], [0.534, 2.769, -1.819], [-0.109, 3.469, -1.984], [0.118, 2.339, -1.053], [-1.650, 2.076, -0.036], [-2.135, 1.274, -0.279], [-0.965, 1.686, 0.533], [1.291, 3.552, 1.117], [1.345, 2.951, 1.863], [1.229, 3.054, 0.295], [-3.548, -0.451, -0.955], [-4.228, 0.165, -0.672], [-3.658, -0.683, -1.884], [-1.995, -0.437, -3.264], [-1.368, 0.172, -2.867], [-1.618, -0.924, -3.997]]
}

Record 4
{
  "formula": "C8H23AsCuN2O3S",
  "method": "ωB97M-V/def2-TZVPD",
  "lumo_energy_ha": -0.075,
  "mol_weight_g_mol": 365.8,
  "total_charge": 1,
  "e_homo_ev": -11.327,
  "e_above_lowest_kj_mol": 29.8,
  "max_force_ev_per_a": 1.6,
  "orbital_gap_ev": 9.30,
  "species": ["Cu", "C", "C", "S", "O", "C", "C", "H", "H", "H", "H", "H", "H", "H", "H", "H", "H", "C", "As", "C", "C", "O", "H", "H", "H", "H", "H", "H", "H", "H", "H", "N", "C", "N", "O", "H", "H", "H", "H"],
  "positions_angstrom": [[-0.862, -0.652, -0.962], [2.841, -1.585, 2.653], [3.502, -1.032, 1.401], [2.403, 0.048, 0.419], [1.127, -0.740, 0.240], [2.078, 1.350, 1.703], [0.828, 1.091, 2.530], [3.393, -2.454, 3.008], [1.816, -1.887, 2.437], [2.824, -0.850, 3.456], [3.778, -1.832, 0.713], [4.390, -0.434, 1.611], [2.008, 2.272, 1.126], [2.988, 1.405, 2.300], [0.149, 0.424, 2.000], [0.299, 2.022, 2.732], [1.061, 0.630, 3.487], [-3.420, 0.905, -2.020], [-2.487, 1.302, -0.377], [-3.784, 2.073, 0.822], [-1.182, 2.679, -0.754], [-1.865, -0.041, 0.388], [-4.103, 1.721, -2.257], [-3.985, -0.013, -1.871], [-2.707, 0.767, -2.830], [-4.177, 3.004, 0.418], [-3.311, 2.255, 1.786], [-4.593, 1.357, 0.958], [-1.707, 3.545, -1.158], [-0.448, 2.320, -1.472], [-0.681, 2.965, 0.169], [0.706, -3.152, -1.716], [0.244, -2.402, -2.731], [0.359, -2.910, -3.974], [-0.305, -1.272, -2.602], [1.212, -3.998, -1.903], [0.856, -2.690, -0.827], [0.777, -3.803, -4.160], [-0.022, -2.388, -4.742]]
}

Record 5
{
  "formula": "C8H23BCeN3OP",
  "method": "ωB97M-V/def2-TZVPD",
  "lumo_energy_ha": [-0.256, -0.257],
  "mol_weight_g_mol": 359.2,
  "total_charge": 2,
  "e_homo_ev": [-13.469, -15.101],
  "multiplicity": 3,
  "s_squared": 2.01,
  "max_force_ev_per_a": 2.8,
  "orbital_gap_ev": [6.51, 8.11],
  "species": ["Ce", "H", "H", "P", "C", "H", "H", "H", "C", "H", "H", "H", "C", "H", "H", "H", "C", "O", "H", "H", "H", "H", "B", "N", "H", "H", "C", "N", "C", "C", "N", "C", "H", "H", "H", "H", "H", "H"],
  "positions_angstrom": [[-0.693, -0.730, -0.006], [-2.261, -3.143, -1.452], [-0.291, 1.367, 0.156], [0.170, 0.134, -2.700], [0.595, -1.246, -3.835], [0.511, -0.887, -4.870], [1.629, -1.569, -3.644], [-0.084, -2.097, -3.681], [-1.332, 0.807, -3.522], [-1.309, 1.905, -3.456], [-1.265, 0.500, -4.577], [-2.254, 0.412, -3.066], [1.386, 1.357, -3.273], [2.369, 1.136, -2.845], [1.431, 1.310, -4.373], [1.053, 2.357, -2.962], [1.361, 0.820, -0.125], [2.160, 1.699, -0.136], [-1.271, 2.100, 1.506], [-1.450, 2.745, 0.019], [-2.504, 0.534, -0.939], [-2.612, 0.074, 1.177], [-2.546, 0.878, 0.258], [-1.365, 1.853, 0.520], [-1.717, -3.612, -1.497], [1.690, -0.288, -0.075], [2.136, -1.201, 4.690], [0.952, -0.781, 3.955], [-0.214, -0.261, 4.541], [-1.072, -0.034, 3.516], [-0.452, -0.385, 2.301], [0.786, -0.859, 2.620], [2.457, -0.395, 5.359], [1.916, -2.091, 5.303], [2.944, -1.435, 3.990], [-0.305, -0.090, 5.596], [-2.083, 0.345, 3.587], [1.530, -1.229, 1.939]]
}

Record 6
{
  "formula": "C8H23N2NaO7",
  "method": "ωB97M-V/def2-TZVPD",
  "lumo_energy_ha": -0.006,
  "mol_weight_g_mol": 282.3,
  "e_homo_ev": -7.719,
  "max_force_ev_per_a": 5.0,
  "orbital_gap_ev": 7.56,
  "species": ["Na", "N", "O", "O", "O", "C", "O", "C", "C", "N", "C", "C", "O", "C", "H", "H", "H", "H", "H", "H", "H", "H", "H", "H", "H", "H", "H", "H", "H", "C", "O", "H", "H", "H", "H", "C", "O", "H", "H", "H", "H"],
  "positions_angstrom": [[0.435, 0.389, -0.180], [-0.877, 2.931, -1.849], [-0.067, 2.575, -1.041], [-0.843, 2.406, -2.996], [-1.807, 3.734, -1.608], [2.593, 1.362, 2.636], [1.269, 1.224, 2.107], [0.279, 1.170, 3.136], [-1.049, 1.318, 2.369], [-1.336, 0.133, 1.521], [-2.423, 0.422, 0.608], [-2.705, -0.654, -0.412], [-1.674, -0.607, -1.368], [-1.544, -1.709, -2.265], [2.863, 0.352, 2.944], [2.608, 2.119, 3.420], [3.361, 1.736, 1.960], [0.460, 1.923, 3.903], [0.340, 0.177, 3.580], [-1.056, 2.207, 1.739], [-1.758, 1.369, 3.195], [-1.575, -0.647, 2.117], [-2.257, 1.342, 0.049], [-3.342, 0.579, 1.172], [-3.664, -0.509, -0.910], [-2.738, -1.608, 0.113], [-0.960, -2.537, -1.863], [-0.963, -1.271, -3.076], [-2.433, -2.126, -2.737], [2.144, -0.447, -3.258], [1.570, 0.507, -2.394], [2.871, -1.121, -2.805], [1.332, -1.048, -3.667], [2.710, -0.030, -4.091], [1.056, 1.124, -2.920], [1.580, -2.858, 0.852], [1.254, -1.999, -0.210], [0.961, -3.732, 0.646], [2.572, -3.303, 0.777], [1.401, -2.410, 1.830], [1.412, -2.483, -1.024]]
}